# 1
Density functional theory data (ωB97M-V/def2-TZVPD) for 2 unconnected molecules or ions with the total composition C5H10O.

Summary:
Frontier orbital gap (spin up / spin down), eV: 8.56 / 8.55
Highest occupied orbital energy (spin up / spin down), Ha: -0.3327 / -0.3316
Charge: 0
Largest force on an atom, eV Å⁻¹: 0.5
Energy above the lowest of the compared OMol25 structures with the same formula, charge and spin, kcal/mol: 110.5

Each line ends with the natural charge from an NBO analysis.
Atoms and positions in Å:
O -1.660 -0.157 0.550  -0.55
C 0.421 0.325 -0.511  -0.50
C -0.092 1.015 1.919  -0.72
C 1.455 -0.794 -0.339  -0.60
C -0.558 0.349 0.644  0.61
C -1.580 -0.722 -2.298  -0.24
H 2.091 -0.856 -1.226  0.23
H -0.791 0.808 2.731  0.24
H -1.709 -1.635 -1.678  0.10
H -2.437 -0.105 -1.952  0.10
H 2.101 -0.619 0.529  0.21
H 0.915 0.679 2.194  0.23
H -0.036 2.099 1.756  0.24
H 0.926 1.295 -0.602  0.22
H 0.960 -1.762 -0.210  0.22
H -0.136 0.153 -1.455  0.24

Forces on atoms 1 to 2 (eV/Å):
O 0.476 0.224 0.044
C -0.014 0.005 0.010



# 2
Density functional theory data (ωB97M-V/def2-TZVPD) for 2 unconnected molecules or ions with the total composition C5H10O.

Summary:
Frontier orbital gap, eV: 10.40
Highest occupied orbital energy, Ha: -0.3373
SMILES: C[C@@H]1O[C@@H]2C[C@H]12.[H][H]
Charge: 0
Largest force on an atom, eV Å⁻¹: 0.7
Energy above the lowest of the compared OMol25 structures with the same formula, charge and spin, kcal/mol: 76.7

Each line ends with the natural charge from an NBO analysis.
Atoms and positions in Å:
O -0.986 1.168 0.227  -0.52
C -0.960 0.128 -0.795  0.10
C -0.067 -0.740 0.087  -0.28
C -0.411 0.756 -2.064  -0.63
C 1.159 0.047 0.466  -0.45
C -0.156 0.390 1.086  0.09
H -0.154 -1.819 0.217  0.22
H 1.704 0.710 -0.211  0.22
H 0.961 -1.427 2.945  -0.01
H -0.175 0.030 -2.852  0.21
H 1.793 -0.565 1.094  0.22
H -1.150 1.473 -2.439  0.22
H -1.941 -0.356 -0.975  0.18
H 0.248 -1.620 2.869  0.00
H 0.484 1.337 -1.811  0.21
H -0.348 0.487 2.158  0.21

Forces on atoms 1 to 2 (eV/Å):
O -0.291 0.097 -0.011
C 0.113 0.048 -0.291



# 3
Density functional theory data (ωB97M-V/def2-TZVPD) for a molecular structure, C5H10O.

Summary:
Frontier orbital gap, eV: 8.98
Highest occupied orbital energy, Ha: -0.3120
Charge: 0
Largest force on an atom, eV Å⁻¹: 0.4
Energy above the lowest of the compared OMol25 structures with the same formula, charge and spin, kcal/mol: 80.2

Each line ends with the natural charge from an NBO analysis.
Atoms and positions in Å:
O 2.709 0.410 1.290  -0.62
C 2.650 0.068 0.054  0.37
C -2.381 0.346 -0.028  -0.61
C 1.416 -0.555 -0.230  -0.62
C -1.114 -0.503 0.038  -0.39
C 0.147 0.315 -0.242  -0.38
H 0.033 0.804 -1.223  0.19
H -1.179 -1.321 -0.692  0.19
H -2.373 1.126 0.742  0.20
H -3.280 -0.263 0.120  0.21
H 0.231 1.122 0.498  0.20
H 1.407 -1.312 -1.016  0.22
H 3.530 0.233 -0.578  0.18
H -1.024 -0.978 1.023  0.20
H 1.700 -0.333 1.242  0.45
H -2.472 0.843 -1.002  0.20

Forces on atoms 1 to 2 (eV/Å):
O -0.077 -0.033 -0.078
C -0.104 -0.105 0.023



# 4
Density functional theory data (ωB97M-V/def2-TZVPD) for C5H10O in the gas phase.

Summary:
Frontier orbital gap, eV: 11.23
Highest occupied orbital energy, Ha: -0.3753
SMILES: OC1CCCC1
Charge: 0
Largest force on an atom, eV Å⁻¹: 0.5
Energy above the lowest of the compared OMol25 structures with the same formula, charge and spin, kcal/mol: 4.0

Each line ends with the natural charge from an NBO analysis.
Atoms and positions in Å:
O -0.054 1.032 1.721  -0.73
C -1.083 -0.483 -0.610  -0.41
C -0.466 0.917 -0.697  -0.43
C 1.136 -0.507 0.459  -0.43
C 0.130 -1.390 -0.326  -0.41
C 0.558 0.919 0.444  0.09
H -0.743 1.704 1.717  0.47
H 1.331 1.692 0.312  0.17
H -1.192 1.737 -0.617  0.20
H 0.056 1.038 -1.657  0.21
H 1.174 -0.773 1.516  0.23
H 0.569 -1.736 -1.270  0.20
H -1.779 -0.517 0.235  0.20
H -0.154 -2.289 0.232  0.21
H 2.152 -0.573 0.052  0.21
H -1.634 -0.772 -1.511  0.21

Forces on atoms 1 to 2 (eV/Å):
O -0.354 0.289 0.282
C -0.045 -0.021 0.042



# 5
Density functional theory data (ωB97M-V/def2-TZVPD) for 2 unconnected molecules or ions with the total composition C5H10O.

Summary:
Frontier orbital gap, eV: 10.68
Highest occupied orbital energy, Ha: -0.3532
SMILES: CC1C=C1.CO
Charge: 0
Largest force on an atom, eV Å⁻¹: 0.4
Energy above the lowest of the compared OMol25 structures with the same formula, charge and spin, kcal/mol: 75.6

Each line ends with the natural charge from an NBO analysis.
Atoms and positions in Å:
O -0.684 1.759 -1.215  -0.72
C 0.580 -0.224 1.487  -0.25
C -0.851 0.601 -2.008  -0.25
C -0.878 0.102 1.289  -0.20
C -0.628 -1.034 1.853  -0.19
C 1.492 -0.621 0.336  -0.63
H 0.040 0.380 -2.614  0.16
H 1.998 0.250 -0.103  0.20
H -1.576 0.826 0.892  0.24
H 0.929 -1.124 -0.458  0.21
H 2.276 -1.309 0.675  0.21
H -1.091 -0.286 -1.402  0.16
H 1.115 0.293 2.292  0.18
H -0.985 -1.955 2.287  0.22
H 0.045 1.592 -0.605  0.47
H -1.688 0.793 -2.682  0.18

Forces on atoms 1 to 2 (eV/Å):
O 0.239 0.055 0.145
C 0.271 0.073 0.040



# 6
Density functional theory data (ωB97M-V/def2-TZVPD) for 2 unconnected molecules or ions with the total composition C5H10O at a distorted geometry.

Summary:
Frontier orbital gap, eV: 10.25
Highest occupied orbital energy, Ha: -0.3470
SMILES: C=CC(=C)C.O
Charge: 0
Largest force on an atom, eV Å⁻¹: 2.4
Energy above the lowest of the compared OMol25 structures with the same formula, charge and spin, kcal/mol: 47.8

Each line ends with the natural charge from an NBO analysis.
Atoms and positions in Å:
O 1.627 -2.041 -0.856  -0.96
C 0.036 0.801 -0.806  -0.23
C -0.352 0.130 0.431  0.02
C -0.010 2.094 -1.163  -0.37
C 0.566 -0.056 1.411  -0.46
C -1.702 -0.504 0.546  -0.65
H -0.470 2.865 -0.559  0.19
H 1.426 -1.745 0.047  0.49
H -1.752 -1.333 -0.168  0.23
H 0.569 0.262 -1.585  0.23
H -2.022 -0.933 1.499  0.22
H 1.304 0.672 1.709  0.22
H 0.501 2.339 -2.083  0.20
H 2.573 -2.057 -0.973  0.47
H -2.520 0.184 0.311  0.23
H 0.224 -0.678 2.239  0.19

Forces on atoms 1 to 2 (eV/Å):
O -0.621 -0.157 0.010
C 0.478 1.864 -1.414



# 7
Density functional theory data (ωB97M-V/def2-TZVPD) for 2 unconnected molecules or ions with the total composition C5H10O at a distorted geometry.

Summary:
Frontier orbital gap, eV: 10.01
Highest occupied orbital energy, Ha: -0.3279
Charge: 0
Largest force on an atom, eV Å⁻¹: 1.8
Energy above the lowest of the compared OMol25 structures with the same formula, charge and spin, kcal/mol: 74.9

Each line ends with the natural charge from an NBO analysis.
Atoms and positions in Å:
O -0.366 1.464 0.412  -0.50
C -1.080 0.318 0.835  -0.11
C 1.616 -0.357 0.898  -0.76
C 0.556 0.890 -0.403  0.20
C -1.428 -0.406 -0.471  -0.43
C -0.171 -0.115 -1.321  -0.47
H 2.203 -0.807 0.115  0.19
H 1.136 1.704 -0.896  0.20
H -2.322 0.006 -0.944  0.21
H 0.458 -0.995 -1.449  0.21
H 1.412 -1.206 1.635  0.21
H 2.166 0.380 1.485  0.20
H -0.264 -0.294 1.289  0.21
H -0.439 0.232 -2.331  0.21
H -1.568 -1.475 -0.314  0.21
H -1.909 0.661 1.460  0.20

Forces on atoms 1 to 2 (eV/Å):
O -0.071 -0.015 -0.044
C -0.514 -0.036 0.017



# 8
Density functional theory data (ωB97M-V/def2-TZVPD) for C5H10O in the gas phase.

Summary:
Frontier orbital gap, eV: 11.27
Highest occupied orbital energy, Ha: -0.3756
SMILES: C[C@@H](O)C1CC1
Charge: 0
Largest force on an atom, eV Å⁻¹: 0.5
Energy above the lowest of the compared OMol25 structures with the same formula, charge and spin, kcal/mol: 26.1

Each line ends with the natural charge from an NBO analysis.
Atoms and positions in Å:
O -0.840 1.466 -0.896  -0.72
C -2.115 -0.125 0.222  -0.62
C 0.450 -0.018 0.510  -0.25
C 1.784 0.376 -0.035  -0.42
C 1.559 -1.051 0.382  -0.41
C -0.755 0.123 -0.421  0.10
H 0.240 0.292 1.531  0.21
H -2.878 0.185 -0.499  0.22
H 2.399 1.055 0.549  0.22
H -0.622 -0.570 -1.269  0.15
H -2.289 -1.168 0.514  0.21
H 1.484 -1.817 -0.392  0.21
H -0.079 1.577 -1.478  0.46
H 1.825 0.547 -1.109  0.20
H -2.220 0.521 1.101  0.21
H 2.059 -1.392 1.289  0.22

Forces on atoms 1 to 2 (eV/Å):
O 0.277 -0.162 -0.336
C 0.066 0.039 0.027



# 9
Density functional theory data (ωB97M-V/def2-TZVPD) for C5H10O in the gas phase.

Summary:
Frontier orbital gap, eV: 11.48
Highest occupied orbital energy, Ha: -0.3765
SMILES: CCC[C@H]1CO1
Charge: 0
Largest force on an atom, eV Å⁻¹: 0.3
Energy above the lowest of the compared OMol25 structures with the same formula, charge and spin, kcal/mol: 30.2

Each line ends with the natural charge from an NBO analysis.
Atoms and positions in Å:
O 1.716 -1.100 -0.534  -0.50
C 0.062 0.641 0.055  -0.42
C 2.548 -0.119 0.063  -0.11
C -1.114 -0.237 -0.387  -0.40
C 1.336 0.265 -0.666  0.06
C -2.258 -0.246 0.623  -0.60
H -1.897 -0.588 1.600  0.20
H 3.531 -0.001 -0.392  0.18
H -1.479 0.092 -1.369  0.20
H 1.452 0.650 -1.682  0.18
H 0.217 0.518 1.135  0.20
H -0.155 1.704 -0.116  0.21
H 2.532 -0.105 1.153  0.18
H -3.056 -0.927 0.308  0.21
H -2.694 0.751 0.756  0.20
H -0.737 -1.258 -0.512  0.21

Forces on atoms 1 to 2 (eV/Å):
O 0.018 -0.264 -0.036
C 0.025 0.010 0.050



# 10
Density functional theory data (ωB97M-V/def2-TZVPD) for C5H10O in the gas phase.

Summary:
Frontier orbital gap, eV: 10.74
Highest occupied orbital energy, Ha: -0.3513
SMILES: COC1CCC1
Charge: 0
Largest force on an atom, eV Å⁻¹: 0.4
Energy above the lowest of the compared OMol25 structures with the same formula, charge and spin, kcal/mol: 31.9

Each line ends with the natural charge from an NBO analysis.
Atoms and positions in Å:
O -0.915 0.938 0.683  -0.53
C -2.173 0.886 0.059  -0.25
C 0.137 0.517 -0.145  0.11
C 1.445 0.333 0.639  -0.42
C 1.580 -1.086 0.054  -0.40
C 0.173 -0.968 -0.564  -0.44
H 2.372 -1.194 -0.687  0.20
H 2.268 1.025 0.435  0.21
H 0.096 -1.184 -1.636  0.21
H 0.224 1.194 -1.002  0.16
H -2.540 -0.146 -0.049  0.16
H -2.872 1.435 0.697  0.19
H 1.716 -1.880 0.787  0.21
H -0.587 -1.548 -0.036  0.21
H -2.157 1.344 -0.944  0.16
H 1.232 0.334 1.710  0.22

Forces on atoms 1 to 2 (eV/Å):
O -0.003 -0.020 0.087
C -0.325 -0.003 -0.120



Question: Look up the energy above the lowest of the compared OMol25 structures with the same formula, charge and spin of the seventh one.
Answer: 74.9 kcal/mol